This record from OMol25 describes a molecular structure, C33H48Cl2HfOP4 in a non-equilibrium geometry. The level of theory is wB97M-V/def2-TZVPD.

Last column: Löwdin charge in e.
Positions of all 89 atoms, in Å:
P1 -4.14181 -0.70500 -5.03606  1.0838
C1 -3.78658 -2.43897 -4.86421  -0.4026
C2 -4.88354 -3.34175 -4.90463  -0.0961
H1 -5.88329 -2.97038 -4.66585  0.1108
C3 -4.66024 -4.65139 -5.30465  -0.0737
H2 -5.49677 -5.33294 -5.44342  0.1127
C4 -3.35739 -5.10252 -5.55008  -0.0655
H3 -3.19310 -6.11538 -5.92662  0.1140
C5 -2.26651 -4.25605 -5.30752  -0.0843
H4 -1.25481 -4.65299 -5.40965  0.1082
C6 -2.46393 -2.92379 -4.96477  -0.1020
H5 -1.63003 -2.24492 -4.78715  0.0915
C7 -4.71518 0.12428 -3.56378  -0.3880
C8 -5.02941 -0.63218 -2.40532  -0.1237
H6 -4.61839 -1.63733 -2.27688  0.0959
C9 -5.93027 -0.12632 -1.47768  -0.1071
H7 -6.19178 -0.71580 -0.59421  0.1066
C10 -6.54962 1.10960 -1.69262  -0.1011
H8 -7.32251 1.45615 -1.00702  0.1073
C11 -6.19034 1.89248 -2.79384  -0.0968
H9 -6.66380 2.86497 -2.94169  0.1133
C12 -5.26350 1.43168 -3.71320  -0.1077
H10 -5.02859 2.02576 -4.60503  0.1168
C13 -2.94040 0.23451 -5.94594  -0.3921
C14 -3.08332 0.32139 -7.35607  -0.0689
H11 -3.77716 -0.36276 -7.85734  0.1161
C15 -2.38542 1.30332 -8.05064  -0.0625
H12 -2.51549 1.41866 -9.12365  0.1154
C16 -1.50906 2.16017 -7.37420  -0.0646
H13 -0.98311 2.94403 -7.92620  0.1140
C17 -1.29398 2.00370 -5.99594  -0.0899
H14 -0.56907 2.65084 -5.49247  0.0958
C18 -1.99458 1.03931 -5.27528  -0.1224
H15 -1.80751 0.88028 -4.21143  0.0668
Hf1 0.22643 -0.20343 0.12804  0.9198
C19 -0.81604 1.79729 0.93352  -0.1231
C20 -1.84288 2.35056 0.27737  -0.3730
H16 -0.44329 2.27071 1.86337  0.0497
C21 -2.31318 1.67889 -1.01803  -0.3532
O1 -2.15471 2.66762 -2.06054  -0.0232
H17 -2.47552 2.33226 -2.91698  0.0836
C22 -1.40491 0.54723 -1.29046  -0.1011
H18 -3.34860 1.31064 -0.90988  0.1405
C23 -0.37584 0.00065 -1.82217  -0.2175
Cl1 1.19288 -2.32011 -0.34992  0.0974
P2 1.97697 1.24872 -1.37409  0.7645
P3 -1.67003 -1.52239 1.40164  0.7163
C24 3.59697 0.44323 -1.21874  -0.2440
H19 3.49097 -0.62192 -1.45705  0.0385
H20 3.97496 0.51876 -0.19477  0.0437
H21 4.30220 0.90653 -1.91851  0.0606
C25 1.85028 1.53926 -3.16798  -0.2303
H22 1.16374 2.37326 -3.36534  0.0533
H23 1.45096 0.65305 -3.67383  0.0442
H24 2.83882 1.78218 -3.58426  0.0710
C26 2.11752 2.95330 -0.75337  -0.2362
H25 2.32647 2.96248 0.32111  0.0408
H26 1.16104 3.46815 -0.91315  0.0396
H27 2.91157 3.49092 -1.28724  0.0686
C27 -0.84940 -2.66884 2.57173  -0.2572
H28 -0.33895 -2.09835 3.35778  0.0521
H29 -0.09163 -3.25761 2.03887  0.0268
H30 -1.60190 -3.33687 3.01474  0.0637
C28 -2.86246 -0.63334 2.45774  -0.2495
H31 -3.59769 -0.11814 1.82304  0.0374
H32 -2.32503 0.13094 3.03419  0.0415
H33 -3.37827 -1.32443 3.14155  0.0694
C29 -2.76190 -2.66615 0.48248  -0.2331
H34 -2.20740 -3.08135 -0.36950  0.0491
H35 -3.64229 -2.13187 0.09837  0.0341
H36 -3.08613 -3.48858 1.13907  0.0670
P4 -2.67379 3.89359 0.75069  0.8893
C30 -2.20778 4.27745 2.43482  -0.1656
C31 -4.43753 3.58484 0.62105  -0.1547
H37 -1.11568 4.32550 2.53869  0.0706
H38 -2.59421 3.51541 3.12462  0.0779
H39 -2.63970 5.25325 2.70139  0.0816
H40 -4.73073 3.42494 -0.42721  0.0622
H41 -4.97341 4.45713 1.02554  0.0814
H42 -4.70960 2.68903 1.19937  0.0745
C32 -2.21824 5.23557 -0.33900  -0.1577
H43 -1.14191 5.43545 -0.27561  0.0751
H44 -2.76873 6.14018 -0.04577  0.0806
H45 -2.45609 4.96846 -1.37470  0.0616
H46 -0.11821 -0.59945 -2.69314  0.1112
Cl2 2.73066 -0.81568 2.31483  0.4946
C33 1.49595 0.38590 2.00080  -0.8126
H47 0.85838 0.37946 2.89801  -0.0060
H48 2.02514 1.34153 1.91450  -0.0155

Computed properties:
net charge: +2
energy relative to the best compared isomer or geometry (same formula, charge and spin): 0.0 kcal/mol
orbital gap (alpha / beta): 3.3 / 3.3 eV
F_max: 7.7 eV/A
spin multiplicity: 1
LUMO energy (alpha / beta): -7.921 / -7.920 eV